Density functional theory data (ωB97M-V with the def2-TZVPD basis set) for a molecular structure, C18H32AsN2O6PtS2Sb.

```
63
Properties=species:S:1:pos:R:3:lowdin_charge:R:1
Pt 0.93 1.07 -0.50 0.82
O -2.66 0.32 -1.78 -0.22
As -1.20 -0.64 -1.74 1.00
O -1.40 -2.23 -1.73 -0.36
O -0.73 -0.11 -0.06 -0.71
C -0.22 0.17 -3.24 -0.23
C -1.09 0.51 -4.26 -0.07
C -0.62 0.96 -5.50 -0.02
C 0.73 1.07 -5.73 -0.01
C 1.63 0.73 -4.72 -0.02
C 1.16 0.29 -3.49 -0.28
S 2.41 0.00 -2.28 0.57
O 3.54 -0.66 -2.81 -0.17
O 2.70 1.29 -1.56 -0.40
O 1.61 -0.79 -1.23 -0.52
H -3.44 -0.24 -1.68 0.09
H -2.16 0.43 -4.12 0.11
H -1.33 1.22 -6.27 0.13
H 1.11 1.40 -6.69 0.13
H 2.69 0.81 -4.88 0.14
S 0.62 3.27 0.06 0.71
C -1.05 3.67 0.12 -0.75
N -1.46 4.89 0.42 0.05
C -2.92 5.00 0.42 -0.08
C -3.36 3.59 -0.05 -0.09
N -2.08 2.87 -0.12 0.04
H -0.84 5.64 0.67 0.16
H -3.24 5.78 -0.27 0.13
H -3.29 5.23 1.42 0.13
H -3.83 3.61 -1.03 0.13
H -4.03 3.11 0.66 0.13
H -1.99 1.92 -0.44 0.07
C 3.10 -0.03 1.90 -0.11
C 2.49 -1.41 1.73 -0.48
C 3.30 -2.39 0.90 -0.09
Sb 0.35 -1.37 1.31 1.81
C -0.53 -3.29 0.89 -0.49
C 0.29 -4.13 -0.08 -0.12
C -0.71 -3.96 2.26 -0.12
C -0.67 -0.47 2.96 -0.49
C -0.69 1.06 2.90 -0.13
C -0.04 -0.98 4.26 -0.12
H 4.11 -0.16 2.28 0.11
H 2.54 0.58 2.61 0.07
H 3.17 0.50 0.96 0.05
H 2.37 -1.85 2.74 0.10
H 3.37 -2.09 -0.14 0.07
H 2.90 -3.40 0.95 0.07
H 4.31 -2.41 1.31 0.11
H -1.49 -3.03 0.46 0.08
H 1.22 -4.47 0.37 0.07
H 0.50 -3.60 -1.00 0.06
H -0.30 -5.01 -0.33 0.11
H 0.24 -4.15 2.77 0.09
H -1.16 -4.94 2.08 0.10
H -1.37 -3.41 2.93 0.07
H -1.69 -0.86 2.87 0.10
H 0.31 1.48 2.95 0.07
H -1.25 1.42 3.76 0.10
H -1.18 1.43 2.00 0.04
H 0.95 -0.55 4.41 0.08
H 0.04 -2.06 4.30 0.07
H -0.66 -0.66 5.10 0.10
```

## Properties
F_max = 0.67 eV/Å
Total charge = +2
HOMO energy = -14.94 eV



Density functional theory data (ωB97M-V with the def2-TZVPD basis set) for a molecular structure, C23H50N2O2P3Sn at a distorted geometry.

```
81
Properties=species:S:1:pos:R:3:lowdin_charge:R:1
Sn 0.16 0.19 -1.17 1.13
P -2.23 -0.23 -1.88 0.85
C -2.13 0.54 -3.59 -0.26
C -0.74 0.94 -4.02 -0.28
N 0.32 1.03 -3.16 -0.04
C 1.60 1.11 -3.63 -0.30
C 1.77 1.76 -4.84 0.04
C 0.68 1.96 -5.68 0.05
C -0.54 1.40 -5.31 0.03
C 2.77 0.70 -2.77 -0.27
P 2.52 -0.82 -1.69 0.85
H -1.42 1.49 -5.96 0.15
H 2.78 2.07 -5.12 0.15
H 0.80 2.42 -6.66 0.15
H 3.65 0.49 -3.41 0.12
H 3.04 1.56 -2.12 0.12
H -2.57 -0.13 -4.32 0.12
H -2.82 1.43 -3.58 0.12
H -1.95 -3.65 -5.11 0.00
O -2.21 -4.10 -5.93 -0.06
H -1.96 -3.36 -6.54 0.06
H -0.32 -4.73 -1.74 0.05
O 0.64 -5.02 -1.83 -0.11
H 0.60 -5.18 -2.84 0.08
C 2.92 -2.13 -2.91 -0.21
H 3.86 -1.91 -3.46 0.09
H 3.03 -3.06 -2.34 0.07
H 2.08 -2.22 -3.60 0.06
C 4.04 -0.82 -0.67 -0.20
H 4.05 -1.75 -0.08 0.07
H 4.95 -0.83 -1.30 0.09
H 4.09 0.04 0.01 0.06
C -3.20 1.27 -1.37 -0.22
H -4.02 1.33 -2.11 0.08
H -3.61 1.23 -0.36 0.05
H -2.56 2.15 -1.50 0.07
C -3.48 -1.58 -1.89 -0.18
H -3.68 -1.92 -0.86 0.07
H -4.42 -1.22 -2.32 0.09
H -3.10 -2.44 -2.46 0.06
C 2.34 1.86 2.32 -0.09
C 0.89 2.13 2.72 -0.58
C 0.79 2.50 4.20 -0.06
C 0.37 3.30 1.84 -0.09
P -0.09 0.54 2.30 0.97
N -0.14 0.75 0.72 -0.43
C 0.74 -1.07 2.95 -0.58
C 1.11 -0.98 4.46 -0.06
C -0.18 -2.29 2.75 -0.08
C 2.03 -1.37 2.18 -0.11
C -1.89 0.58 2.92 -0.59
C -2.72 -0.47 2.15 -0.09
C -2.02 0.32 4.43 -0.06
C -2.47 1.94 2.57 -0.09
H 2.90 2.81 2.27 0.10
H 2.37 1.43 1.31 0.05
H 2.89 1.21 3.02 0.08
H 1.42 3.38 4.40 0.11
H -0.24 2.77 4.48 0.08
H 1.12 1.71 4.87 0.07
H 0.19 2.96 0.81 0.04
H -0.55 3.75 2.21 0.08
H 1.14 4.08 1.75 0.10
H 0.26 -0.74 5.11 0.07
H 1.50 -1.96 4.81 0.11
H 1.90 -0.25 4.66 0.08
H -0.53 -2.38 1.72 0.08
H 0.40 -3.21 2.96 0.11
H -1.03 -2.33 3.44 0.08
H 1.87 -1.34 1.10 0.02
H 2.86 -0.71 2.45 0.07
H 2.37 -2.38 2.43 0.11
H -2.59 -1.49 2.51 0.07
H -3.79 -0.23 2.25 0.11
H -2.45 -0.46 1.09 0.03
H -1.36 0.96 5.03 0.08
H -3.05 0.54 4.75 0.11
H -1.84 -0.72 4.71 0.08
H -2.06 2.75 3.19 0.08
H -2.30 2.16 1.51 0.06
H -3.55 1.93 2.75 0.11
```

## Properties
F_max = 4.44 eV/Å
Total charge = +3
HOMO energy = -17.08 eV



Density functional theory data (ωB97M-V with the def2-TZVPD basis set) for a single C6H11N molecule at a distorted geometry.

```
18
Properties=species:S:1:pos:R:3:lowdin_charge:R:1
C 1.84 -0.63 0.06 -0.08
C 0.56 0.14 0.43 -0.38
C 0.68 1.53 -0.23 -0.09
C -0.73 -0.69 0.04 -0.31
C -2.11 -0.36 0.68 -0.06
C -0.82 -0.56 -1.42 -0.23
N -0.76 -0.32 -2.55 0.17
H 2.06 -1.47 0.73 0.08
H 2.71 0.03 0.07 0.08
H 1.78 -1.02 -0.96 0.08
H 0.53 0.30 1.52 0.13
H 1.55 2.02 0.21 0.08
H -0.19 2.18 -0.08 0.08
H 0.87 1.45 -1.31 0.08
H -0.55 -1.75 0.26 0.14
H -2.88 -1.04 0.30 0.08
H -2.10 -0.50 1.77 0.08
H -2.45 0.65 0.46 0.08
```

## Properties
F_max = 1.07 eV/Å
HOMO energy = -11.31 eV



Density functional theory data (ωB97M-V with the def2-TZVPD basis set) for a single H3OPS2 molecule at a distorted geometry.

```
7
Properties=species:S:1:pos:R:3:lowdin_charge:R:1
O 1.92 -0.05 -0.73 -0.51
P 1.36 1.03 0.34 0.59
S -0.82 0.21 0.80 -0.04
S -2.71 0.17 -0.11 0.23
H 1.16 -0.76 -0.81 0.08
H 1.53 0.18 1.48 -0.11
H -2.43 -0.78 -0.98 -0.24
```

## Properties
F_max = 3.22 eV/Å
HOMO energy = -8.77 eV



Density functional theory data (ωB97M-V with the def2-TZVPD basis set) for a single C20H18F3N3O3 molecule at a distorted geometry.

```
47
Properties=species:S:1:pos:R:3:lowdin_charge:R:1
O -0.18 -0.11 -4.49 0.06
C -1.13 -0.85 -4.68 -0.42
N -1.35 -1.21 -6.01 0.02
O -0.50 -0.80 -7.08 0.00
C -2.05 -1.32 -3.65 -0.05
C -3.33 -1.85 -3.97 -0.03
C -4.31 -2.10 -3.00 -0.05
C -3.98 -2.01 -1.61 -0.01
C -2.70 -1.64 -1.28 -0.18
C -1.76 -1.22 -2.23 -0.07
C -0.50 -0.81 -1.58 -0.04
C -0.89 -0.74 -0.05 -0.30
C -1.15 0.73 0.38 -0.09
C -0.68 0.82 1.83 -0.13
N 0.25 -0.28 1.98 -0.04
C 1.02 -0.54 3.18 -0.09
C 2.04 0.57 3.33 -0.18
C 3.11 0.65 2.40 0.02
C 4.03 1.68 2.55 0.01
C 3.78 2.67 3.54 -0.13
C 4.71 3.87 3.49 -0.56
F 5.96 3.53 3.94 0.11
F 4.31 4.87 4.33 0.12
F 4.87 4.36 2.27 0.15
N 2.74 2.54 4.46 0.14
C 1.94 1.50 4.35 -0.11
C 0.25 -1.12 0.91 -0.40
O 1.02 -2.05 0.80 0.08
C -2.15 -1.62 0.12 -0.04
H -2.19 -1.73 -6.23 0.12
H 0.28 -0.31 -6.73 0.11
H -3.65 -1.90 -5.01 0.10
H -5.30 -2.38 -3.34 0.10
H -4.71 -2.24 -0.86 0.11
H 0.33 -1.52 -1.75 0.15
H -0.11 0.14 -1.97 0.12
H -0.47 1.43 -0.14 0.13
H -2.17 1.03 0.23 0.12
H -1.52 0.72 2.54 0.13
H -0.21 1.80 1.97 0.13
H 0.40 -0.53 4.08 0.13
H 1.53 -1.49 3.16 0.13
H 3.21 -0.06 1.60 0.12
H 4.87 1.85 1.86 0.13
H 1.12 1.38 5.07 0.12
H -1.92 -2.62 0.46 0.13
H -2.87 -1.12 0.85 0.15
```

## Properties
F_max = 3.24 eV/Å
HOMO energy = -9.22 eV



For the records above, the corresponding energy relative to the best compared isomer or geometry (same formula, charge and spin) values read 0.00 44.71 23.02 201.45 109.37 kJ/mol.
For the records above, the corresponding total energy values read -4657.16289 -2403.70379 -289.96292 -1214.73532 -1462.50743 a.u..